(1)
C2H5FIN | wB97M-V/def2-TZVPD

Structure (XYZ):
```
10
Properties=species:S:1:pos:R:3:lowdin_charge:R:1
C -1.34 -1.96 0.98 -0.03
C -1.85 -1.40 -0.05 -0.90
N 0.50 0.82 -0.64 0.06
F -1.69 -1.78 -1.27 0.02
I -3.08 0.36 0.04 0.84
H -0.71 -2.81 0.80 0.08
H -0.17 0.33 -0.08 -0.08
H -1.50 -1.57 1.96 0.06
H 0.92 1.57 -0.17 0.00
H 0.00 0.98 -1.42 -0.05
```

Computed properties:
charge = 0
calculated total energy = -14461.9175 eV
HOMO-LUMO gap = 9.70 eV
SMILES = C=C(F)I.N
ΔE to the lowest compared entry with this formula, charge and spin = 26.0 kcal per mole
molar mass = 189.0 g mol⁻¹

(2)
C2H5FN2 | wB97M-V/def2-TZVPD

Structure (XYZ):
```
10
Properties=species:S:1:pos:R:3:lowdin_charge:R:1
C 0.26 0.41 -0.06 -0.54
C -0.94 -0.44 0.08 -0.21
H 2.43 -0.11 -0.38 0.17
H 1.25 -1.39 -0.13 0.08
H -0.64 2.17 0.25 0.06
H -0.99 -0.77 1.13 0.13
H -0.88 -1.35 -0.66 0.15
N 1.39 -0.38 -0.02 0.07
N 0.24 1.69 -0.05 0.11
F -2.13 0.17 -0.16 -0.03
```

Computed properties:
charge = 0
calculated total energy = -7851.9008 eV
HOMO-LUMO gap = 10.30 eV
SMILES = [H]/N=C(/N)CF
ΔE to the lowest compared entry with this formula, charge and spin = 10.5 kcal per mole
molar mass = 76.1 g mol⁻¹

(3)
C2H5FN2 | wB97M-V/def2-TZVPD

Structure (XYZ):
```
10
Properties=species:S:1:pos:R:3:lowdin_charge:R:1
C -0.83 -0.40 -0.55 -0.09
C 0.06 -0.43 0.74 -0.40
N 0.41 0.82 1.16 0.08
N 1.69 1.71 0.10 0.11
F 1.51 1.22 -1.10 -0.12
H -1.38 -1.38 -0.68 0.09
H -1.65 0.29 -0.47 0.05
H -0.24 0.00 -1.42 0.06
H 0.97 -1.10 0.69 0.14
H -0.54 -0.74 1.54 0.08
```

Computed properties:
charge = 0
calculated total energy = -7845.5288 eV
HOMO-LUMO gap (alpha / beta) = 9.74 / 9.37 eV
ΔE to the lowest compared entry with this formula, charge and spin = 157.4 kcal per mole
molar mass = 76.1 g mol⁻¹

(4)
C2H5FNOPt2 | wB97M-V/def2-TZVPD

Structure (XYZ):
```
12
Properties=species:S:1:pos:R:3:lowdin_spin:R:1
Pt -2.80 0.92 -4.40 1.04
Pt 1.06 -0.05 -4.27 1.75
F -0.80 0.10 -3.12 0.21
O 1.55 -1.31 1.83 0.79
C 0.68 -0.55 1.40 0.09
N -0.10 -0.98 0.38 0.04
C 0.35 0.78 1.98 0.07
H 0.01 -1.95 0.12 0.00
H -0.61 -0.31 -0.17 0.00
H 0.05 0.77 3.03 0.00
H -0.54 1.10 1.43 0.01
H 1.17 1.47 1.79 0.00
```

Computed properties:
charge = +3
calculated total energy = -14859.9949 eV
HOMO-LUMO gap (alpha / beta) = 6.53 / 4.46 eV
2S+1 = 5
ΔE to the lowest compared entry with this formula, charge and spin = 0.0 kcal per mole
molar mass = 468.2 g mol⁻¹

(5)
C2H5FS | wB97M-V/def2-TZVPD

Structure (XYZ):
```
9
Properties=species:S:1:pos:R:3:lowdin_charge:R:1
C -0.63 -0.18 -0.66 -0.32
C 0.35 0.12 0.40 -0.57
F -1.80 -0.68 -0.25 -0.02
S 1.23 -1.42 0.94 0.69
H -1.08 1.65 -1.26 0.15
H -0.31 -0.61 -1.59 0.08
H 1.14 0.77 0.03 0.06
H -0.12 0.57 1.28 0.07
H 0.15 -2.03 1.44 -0.15
```

Computed properties:
charge = 0
calculated total energy = -15704.3496 eV
HOMO-LUMO gap (alpha / beta) = 9.17 / 9.17 eV
ΔE to the lowest compared entry with this formula, charge and spin = 69.3 kcal per mole
molar mass = 80.1 g mol⁻¹

(6)
C2H5HoO2 | wB97M-V/def2-TZVPD

Structure (XYZ):
```
10
Properties=species:S:1:pos:R:3:lowdin_spin:R:1
O 0.32 0.41 2.33 0.09
Ho -1.16 1.83 2.75 3.02
C 0.95 -0.31 -1.18 0.03
O -0.57 0.00 -1.28 0.16
C -1.30 -0.23 -0.26 0.62
H 1.44 0.50 -1.73 0.00
H 1.42 -0.63 -0.25 0.00
H 1.08 -1.19 -1.82 0.00
H -2.31 0.18 -0.49 0.08
H 0.12 -0.56 1.94 0.00
```

Computed properties:
charge = +2
calculated total energy = -32024.3975 eV
HOMO-LUMO gap (alpha / beta) = 8.12 / 5.27 eV
2S+1 = 5
molar mass = 226.0 g mol⁻¹

(7)
C2H5I2P | wB97M-V/def2-TZVPD

Structure (XYZ):
```
10
Properties=species:S:1:pos:R:3:lowdin_charge:R:1
C -0.71 -0.73 -0.51 -0.26
C -1.16 0.05 0.61 -0.13
P 1.92 1.02 1.00 -0.23
I 3.20 -0.89 0.04 0.16
I 1.64 2.60 -0.75 0.24
H 0.26 -0.20 -0.98 0.02
H -0.47 -1.72 -0.12 0.06
H -1.54 -0.90 -1.22 0.08
H -2.00 -0.32 1.34 0.09
H -1.14 1.09 0.60 -0.02
```

Computed properties:
charge = 0
calculated total energy = -27642.9444 eV
HOMO-LUMO gap (alpha / beta) = 6.56 / 7.59 eV
ΔE to the lowest compared entry with this formula, charge and spin = 60.8 kcal per mole
molar mass = 313.8 g mol⁻¹

(8)
C2H5IN2 | wB97M-V/def2-TZVPD

Structure (XYZ):
```
10
Properties=species:S:1:pos:R:3:lowdin_charge:R:1
C 1.58 0.34 1.47 0.05
C -1.47 0.60 -1.00 -0.51
N 1.72 -1.56 0.06 0.05
N 1.55 -0.56 0.70 -0.29
I -1.96 0.14 1.11 0.59
H -0.38 0.27 -1.03 -0.02
H 1.61 1.38 1.58 0.04
H -2.22 0.08 -1.69 0.02
H -1.46 1.65 -1.13 -0.04
H 1.03 -2.34 -0.08 0.10
```

Computed properties:
charge = 0
calculated total energy = -13232.0470 eV
HOMO-LUMO gap = 8.95 eV
ΔE to the lowest compared entry with this formula, charge and spin = 55.5 kcal per mole
molar mass = 184.0 g mol⁻¹

(9)
C2H5IN2O | wB97M-V/def2-TZVPD

Structure (XYZ):
```
11
Properties=species:S:1:pos:R:3:lowdin_charge:R:1
C 0.44 0.92 0.33 -0.62
C 0.25 -1.48 0.17 -0.22
N -0.27 2.10 0.33 0.09
N -0.44 -0.27 0.30 -0.46
O 1.65 0.80 0.21 0.05
I -2.51 0.06 -0.25 0.81
H -0.40 -2.36 0.49 0.10
H 0.55 -1.73 -0.83 0.08
H 1.04 -1.52 0.86 0.07
H -1.27 2.28 0.24 -0.01
H 0.26 2.95 0.39 0.10
```

Computed properties:
charge = 0
calculated total energy = -15282.6725 eV
HOMO-LUMO gap = 8.02 eV
SMILES = CN(I)C(N)=O
ΔE to the lowest compared entry with this formula, charge and spin = 1.3 kcal per mole
molar mass = 200.0 g mol⁻¹

(10)
C2H5IN2OS | wB97M-V/def2-TZVPD

Structure (XYZ):
```
12
Properties=species:S:1:pos:R:3:lowdin_charge:R:1
C -2.13 1.00 -0.92 -0.76
C 1.28 -0.22 -0.06 -0.18
N -0.97 1.46 -1.09 -0.38
N 1.34 -0.57 1.25 -0.01
O -0.27 1.45 1.53 -0.62
S 0.16 1.82 0.13 0.87
I -3.35 1.17 -2.63 0.75
H -2.60 0.74 -0.02 0.03
H 2.06 0.06 -0.65 0.04
H 0.45 -0.63 -0.60 0.06
H 2.12 -0.01 1.74 0.13
H 0.53 -0.28 1.79 0.06
```

Computed properties:
charge = 0
calculated total energy = -26116.0942 eV
HOMO-LUMO gap = 8.30 eV
ΔE to the lowest compared entry with this formula, charge and spin = 34.5 kcal per mole
molar mass = 232.0 g mol⁻¹

(11)
C2H5IN2OS | wB97M-V/def2-TZVPD

Structure (XYZ):
```
12
Properties=species:S:1:pos:R:3:lowdin_charge:R:1
C -0.84 -0.26 -0.31 -0.70
C -0.04 -0.78 0.81 -0.43
N -1.68 0.80 -0.05 0.14
N 1.28 1.20 0.09 -0.65
O -0.88 -0.83 -1.39 0.01
S 1.13 -2.05 0.58 0.72
I 3.06 0.45 -0.07 0.77
H -0.06 -0.58 1.92 0.08
H -1.73 1.31 0.83 0.11
H -2.01 1.25 -0.87 0.10
H 0.78 1.52 -0.80 -0.02
H 1.00 -2.03 -0.73 -0.12
```

Computed properties:
charge = 0
calculated total energy = -26115.3722 eV
HOMO-LUMO gap (alpha / beta) = 7.85 / 7.08 eV
ΔE to the lowest compared entry with this formula, charge and spin = 51.1 kcal per mole
molar mass = 232.0 g mol⁻¹

(12)
C2H5INO | wB97M-V/def2-TZVPD

Structure (XYZ):
```
10
Properties=species:S:1:pos:R:3:lowdin_charge:R:1
I -0.64 -0.35 4.37 -0.74
O -0.64 1.40 0.54 0.01
C -0.14 0.44 -0.03 -0.62
N 0.03 -0.67 0.65 0.14
C 0.20 0.32 -1.56 -0.02
H -0.08 -0.56 1.65 -0.06
H 0.21 -1.56 0.22 0.10
H 1.29 0.23 -1.60 0.06
H -0.03 1.25 -2.09 0.06
H -0.20 -0.49 -2.16 0.06
```

Computed properties:
charge = -1
calculated total energy = -13796.2206 eV
HOMO-LUMO gap = 6.71 eV
ΔE to the lowest compared entry with this formula, charge and spin = 17.2 kcal per mole
molar mass = 186.0 g mol⁻¹

(13)
C2H5INO | wB97M-V/def2-TZVPD

Structure (XYZ):
```
10
Properties=species:S:1:pos:R:3:lowdin_spin:R:1
C 3.08 -1.10 -0.13 0.00
C -0.45 0.80 -0.09 0.54
N 0.67 0.46 -0.60 0.33
O 4.05 -1.47 0.33 0.00
I -3.81 -0.08 0.33 0.98
H -1.35 1.17 -0.59 0.05
H -0.93 0.33 0.82 0.05
H 1.43 -0.10 -0.17 0.01
H -3.58 -0.79 1.67 0.04
H 0.89 0.80 -1.55 0.00
```

Computed properties:
charge = +1
calculated total energy = -13779.9078 eV
HOMO-LUMO gap (alpha / beta) = 4.13 / 4.22 eV
2S+1 = 3
ΔE to the lowest compared entry with this formula, charge and spin = 29.9 kcal per mole
molar mass = 186.0 g mol⁻¹

(14)
C2H5IO | wB97M-V/def2-TZVPD

Structure (XYZ):
```
9
Properties=species:S:1:pos:R:3:lowdin_charge:R:1
C -0.15 0.62 -0.51 -0.20
C -0.20 -0.81 -0.08 -0.95
O 0.97 -1.44 -0.11 -0.08
I -1.87 -1.93 -0.80 0.78
H 0.04 0.68 -1.59 0.08
H -1.08 1.12 -0.29 0.07
H 0.67 1.11 0.01 0.08
H -0.67 -0.50 1.91 0.12
H 0.92 -2.37 0.12 0.10
```

Computed properties:
charge = 0
calculated total energy = -12299.5990 eV
HOMO-LUMO gap (alpha / beta) = 8.57 / 7.87 eV
ΔE to the lowest compared entry with this formula, charge and spin = 75.5 kcal per mole
molar mass = 172.0 g mol⁻¹

(15)
C2H5IS | wB97M-V/def2-TZVPD

Structure (XYZ):
```
9
Properties=species:S:1:pos:R:3:lowdin_charge:R:1
C 0.09 0.66 -0.08 -0.23
C 0.64 -0.64 -0.63 -0.73
S 0.10 -2.20 -0.23 0.78
I 3.41 -0.11 0.36 0.02
H -0.18 1.39 -0.92 0.10
H -0.90 0.41 0.38 0.07
H 0.76 1.01 0.79 0.04
H 0.88 -0.61 -1.66 0.02
H 0.06 -2.27 1.14 -0.08
```

Computed properties:
charge = 0
calculated total energy = -21089.0981 eV
HOMO-LUMO gap (alpha / beta) = 7.27 / 6.48 eV
ΔE to the lowest compared entry with this formula, charge and spin = 35.3 kcal per mole
molar mass = 188.0 g mol⁻¹

(16)
C2H5IS | wB97M-V/def2-TZVPD

Structure (XYZ):
```
9
Properties=species:S:1:pos:R:3:lowdin_charge:R:1
C 0.61 0.70 -0.34 -0.32
C -0.60 0.06 0.17 -1.28
S -0.25 -1.14 1.48 0.57
I -1.81 -0.91 -1.33 0.74
H 1.00 -0.13 -1.11 0.09
H 0.30 1.54 -0.94 0.05
H 1.48 1.02 0.43 0.13
H -1.25 1.00 0.73 0.13
H 0.52 -2.14 0.91 -0.11
```

Computed properties:
charge = 0
calculated total energy = -21089.6493 eV
HOMO-LUMO gap = 9.19 eV
ΔE to the lowest compared entry with this formula, charge and spin = 22.6 kcal per mole
molar mass = 188.0 g mol⁻¹

(17)
C2H5IS2 | wB97M-V/def2-TZVPD

Structure (XYZ):
```
10
Properties=species:S:1:pos:R:3:lowdin_charge:R:1
C -0.92 -0.67 -0.58 -0.78
C 0.16 0.03 0.20 -1.14
S 1.76 -0.78 -0.26 0.68
S 0.13 1.82 -0.16 0.65
I -2.89 -0.13 0.12 0.75
H -0.87 -0.40 -1.63 0.04
H -0.84 -1.75 -0.47 0.04
H 0.03 -0.11 1.28 0.05
H 2.48 -0.18 0.68 -0.15
H 0.95 2.18 0.83 -0.15
```

Computed properties:
charge = 0
calculated total energy = -31925.9312 eV
HOMO-LUMO gap = 9.25 eV
SMILES = SC(S)CI
ΔE to the lowest compared entry with this formula, charge and spin = 9.1 kcal per mole
molar mass = 220.1 g mol⁻¹

(18)
C2H5LiO2V | wB97M-V/def2-TZVPD

Structure (XYZ):
```
11
Properties=species:S:1:pos:R:3:lowdin_spin:R:1
O 1.68 -0.76 -0.16 0.11
C 1.12 0.45 -0.23 0.04
C -0.10 0.79 -0.63 0.02
Li 3.24 -1.00 -1.09 0.07
V 0.68 -2.22 0.46 3.73
H 0.14 1.75 -1.21 0.00
H 1.67 1.46 -0.24 0.00
H -0.84 0.01 -0.82 0.01
H -1.78 0.11 1.16 0.00
O -2.48 -0.44 1.54 0.02
H -3.34 -0.14 1.24 0.00
```

Computed properties:
charge = +1
calculated total energy = -32132.9030 eV
HOMO-LUMO gap (alpha / beta) = 6.94 / 8.46 eV
2S+1 = 5
molar mass = 118.9 g mol⁻¹

(19)
C2H5N | wB97M-V/def2-TZVPD

Structure (XYZ):
```
8
Properties=species:S:1:pos:R:3:lowdin_charge:R:1
C 0.96 -0.31 0.02 -0.16
C -1.26 0.31 -0.08 -0.10
N -0.40 -0.53 -0.44 -0.09
H 1.13 -0.42 1.09 0.07
H 1.34 0.66 -0.32 0.07
H 1.61 -1.04 -0.46 0.06
H -2.31 0.15 -0.34 0.06
H -1.06 1.19 0.54 0.07
```

Computed properties:
charge = 0
calculated total energy = -3644.0844 eV
HOMO-LUMO gap = 10.98 eV
SMILES = C=NC
ΔE to the lowest compared entry with this formula, charge and spin = 9.9 kcal per mole
molar mass = 43.1 g mol⁻¹

(20)
C2H5N2 | wB97M-V/def2-TZVPD

Structure (XYZ):
```
9
Properties=species:S:1:pos:R:3:lowdin_spin:R:1
C 1.11 0.46 -1.47 0.04
C -1.30 0.00 1.63 0.18
N -0.58 0.81 1.09 0.99
N 0.41 -0.23 -0.68 0.60
H 1.16 1.51 -1.40 0.02
H 1.50 0.02 -2.40 0.04
H -1.12 -0.99 1.37 0.06
H -2.10 0.12 2.32 0.04
H 0.52 -1.21 -1.01 0.04
```

Computed properties:
charge = +1
calculated total energy = -5121.5683 eV
HOMO-LUMO gap (alpha / beta) = 9.59 / 7.65 eV
2S+1 = 3
ΔE to the lowest compared entry with this formula, charge and spin = 29.9 kcal per mole
molar mass = 57.1 g mol⁻¹